Below is C11H22O as an isolated structure at a distorted geometry, with properties calculated with wB97M-V/def2-TZVPD.

Calculated values
E_tot ... -13799.3856 eV
2S+1 ... 1
Orbital gap ... 9.656 eV
HOMO ... -8.95 eV
LUMO level ... 0.7 eV

Last column: Löwdin charge in e.
Atoms and positions in Å:
C 3.013 1.330 1.350  -0.17
C 2.588 -0.173 1.031  -0.24
C 1.086 -0.723 0.652  -0.55
C 1.332 -2.055 0.526  -0.12
C -0.028 -0.580 1.896  -0.01
C 0.826 0.265 -0.606  -0.29
C 0.019 -0.530 -1.789  -0.11
C -1.570 -0.730 -1.618  -0.14
C -2.299 0.535 -1.226  -0.41
C -1.580 1.093 0.074  -0.14
C 0.052 1.401 -0.047  -0.16
H 4.169 1.076 1.767  0.10
H 2.416 2.188 2.110  0.13
H 3.332 2.252 0.546  0.10
H 2.657 -0.554 2.062  0.09
H 3.234 -0.925 0.333  0.12
H 1.353 -2.509 1.620  0.11
H 2.637 -2.295 0.127  0.15
H 0.524 -2.402 -0.778  0.20
H -0.460 0.216 2.341  0.03
H -0.861 -1.109 1.384  0.07
H 0.271 -1.421 2.581  0.08
H 1.834 0.460 -0.764  0.08
H 0.538 -1.487 -1.526  0.00
H 0.594 -0.061 -2.800  0.17
H -1.877 -1.031 -2.542  0.06
H -1.752 -1.461 -0.749  0.14
H -2.462 1.307 -2.121  0.17
H -4.309 0.120 -1.584  0.23
H -2.071 2.110 0.312  0.12
H -2.182 0.431 0.844  0.13
H 0.435 1.773 0.924  0.06
H 0.245 2.609 -0.673  0.19
O -3.613 0.213 -0.609  -0.18

***

Below is one molecule with the formula C6H13N3, with properties calculated with wB97M-V/def2-TZVPD.

Calculated values
E_tot ... -10902.9713 eV
SMILES string ... [H]/N=C(/N)[C@@H](N)/C(C)=C\C
2S+1 ... 1
Orbital gap ... 9.759 eV
HOMO ... -8.85 eV
LUMO level ... 0.9 eV

Last column: Löwdin charge in e.
Atoms and positions in Å:
C -0.322 -0.303 0.847  -0.30
C 0.532 -2.385 -0.351  -0.06
C -0.097 1.162 -1.852  -0.08
C 0.542 0.892 1.261  -0.51
C 0.156 -0.933 -0.452  -0.29
N -1.738 0.062 0.851  0.05
N -0.146 1.913 1.834  0.12
C 0.223 -0.276 -1.604  -0.12
N 1.800 0.975 1.126  0.12
H -0.196 -1.044 1.650  0.15
H -1.937 0.700 0.089  0.07
H -2.307 -0.766 0.709  0.08
H 0.408 2.598 2.318  0.10
H -1.065 1.705 2.178  0.08
H 2.218 0.196 0.627  0.04
H 0.555 -0.815 -2.485  0.11
H -0.317 -2.980 -0.018  0.08
H 0.868 -2.773 -1.309  0.07
H 1.333 -2.517 0.379  0.08
H -0.286 1.709 -0.936  0.05
H 0.741 1.635 -2.357  0.08
H -0.965 1.247 -2.505  0.08

***

Below is one molecule with the formula C3H3ClS at a distorted geometry, with properties calculated with wB97M-V/def2-TZVPD.

Calculated values
E_tot ... -26513.8369 eV
SMILES string ... S=C/C=C\Cl
2S+1 ... 1
Orbital gap ... 7.813 eV
HOMO ... -8.86 eV
LUMO level ... -1.0 eV

Last column: Löwdin charge in e.
Atoms and positions in Å:
C 1.239 0.731 0.177  -0.66
C -0.186 0.862 -0.060  -0.25
C -1.093 -0.353 0.336  -0.70
H 1.788 1.761 0.140  0.07
H -0.457 2.057 -0.069  0.14
H -0.309 -1.213 0.741  0.12
S -2.647 -0.186 -0.115  0.64
Cl 2.446 -0.415 -0.099  0.63

***

Below is C26H40BiN5O3Si as an isolated structure, with properties calculated with wB97M-V/def2-TZVPD.

Calculated values
E_tot ... -54920.3018 eV
Net charge ... -2
2S+1 ... 1
Orbital gap ... 5.335 eV
HOMO ... -1.20 eV
LUMO level ... 4.1 eV

Last column: Löwdin charge in e.
Atoms and positions in Å:
Bi 1.060 2.207 1.118  1.29
C 4.158 0.890 1.645  -0.11
C 3.687 0.323 2.950  -0.25
C 4.611 -0.199 3.848  -0.11
C 4.240 -0.776 5.056  -0.15
C 2.883 -0.817 5.368  -0.11
C 1.929 -0.311 4.505  -0.27
C 0.471 -0.356 4.860  -0.09
C 2.293 0.267 3.243  -0.42
N 1.300 0.629 2.402  -0.31
H 5.237 0.750 1.536  0.06
H 3.925 1.957 1.564  0.02
H 3.657 0.393 0.804  0.04
H 5.664 -0.152 3.583  0.09
H 4.984 -1.179 5.733  0.07
H 2.558 -1.255 6.309  0.09
H 0.312 -0.892 5.799  0.06
H -0.106 -0.827 4.060  0.05
H 0.060 0.654 4.952  0.07
C -4.146 1.558 -3.020  -0.20
Si -2.561 1.858 -1.993  0.30
C -2.859 0.947 -0.368  -0.18
C -1.243 0.836 -2.899  -0.18
N -2.026 3.403 -1.734  -0.06
C -2.220 4.628 -2.216  -0.42
C -1.409 5.718 -1.772  -0.07
C -1.574 7.008 -2.233  -0.16
C -2.558 7.329 -3.171  -0.18
C -3.370 6.293 -3.627  -0.17
C -3.217 4.995 -3.175  -0.07
H -4.390 0.490 -3.059  0.00
H -4.025 1.916 -4.046  0.01
H -5.003 2.080 -2.583  0.02
H -3.133 -0.103 -0.527  0.00
H -3.663 1.422 0.200  0.02
H -1.959 0.974 0.252  -0.02
H -1.515 -0.223 -2.937  -0.01
H -0.278 0.957 -2.391  0.02
H -1.102 1.185 -3.925  0.02
H -0.639 5.490 -1.045  0.09
H -0.919 7.787 -1.854  0.08
H -2.685 8.344 -3.531  0.06
H -4.147 6.505 -4.358  0.08
H -3.873 4.219 -3.552  0.07
C -0.867 -2.511 -0.346  -0.16
N -1.405 -2.715 -1.691  -0.08
C -0.449 -2.854 -2.778  -0.06
C -2.753 -2.766 -1.879  -0.52
C -3.256 -2.847 -3.306  0.00
O -3.563 -2.739 -0.963  0.02
H -0.333 -3.411 -0.048  0.11
H -1.717 -2.365 0.317  0.12
H -0.241 -0.645 -0.959  0.07
H 0.551 -2.731 -2.366  0.08
H -0.585 -2.086 -3.537  0.08
H -0.515 -3.844 -3.236  0.09
H -2.511 -3.140 -4.040  0.06
H -3.641 -1.864 -3.579  0.08
H -4.089 -3.546 -3.321  0.08
O 2.461 3.489 1.488  -0.94
N 0.054 -1.394 -0.348  0.00
C 1.407 -1.441 -0.187  -0.11
N 1.848 -2.299 0.738  -0.13
C 1.170 -2.783 1.946  -0.13
C 1.450 -4.265 2.122  -0.19
O 2.845 -4.531 2.166  -0.14
C 3.523 -4.005 1.034  -0.19
C 3.280 -2.516 0.873  -0.15
H 0.108 -2.564 1.916  0.11
H 1.595 -2.233 2.791  0.12
H 0.996 -4.839 1.299  0.11
H 1.042 -4.626 3.066  0.12
H 3.186 -4.531 0.127  0.12
H 4.582 -4.212 1.191  0.12
H 3.769 -2.127 -0.018  0.12
H 3.651 -1.981 1.755  0.12